Here is a molecular structure, C2O3Zn in a non-equilibrium geometry from the Open Molecules 2025 dataset. Energies are from ωB97M-V/def2-TZVPD.

Each line ends with the natural charge from an NBO analysis.
Positions of all 6 atoms, in Å:
O: 1.88191 -0.34965 -0.33415  -0.73
C: 2.79665 -1.01662 -0.42125  0.77
O: -1.13519 1.03189 0.87869  -0.84
C: -1.97557 0.14933 0.55712  0.89
O: -1.84284 -0.64549 -0.36216  -0.58
Zn: 0.27504 0.83055 -0.31824  1.49

Forces on atoms 1 to 2 (eV/Å):
O -0.0502 0.2196 -0.0669
C 0.6260 -0.4926 -0.0392

For the strongest force on any atom, the calculation gives 4.1 eV Å⁻¹. The calculation puts the HOMO energy (spin up / spin down) at -14.116 / -16.730 eV. As for the HOMO-LUMO gap (spin up / spin down): 0.26238 / 0.32934 Ha. The total charge is +1. The spin multiplicity is 2. For the total energy, the calculation gives -56623.37019 eV. Its molar mass is 137.4 g mol⁻¹.

---

Here is a molecular structure, C28H43InNO2P2 in a non-equilibrium geometry from the Open Molecules 2025 dataset. Energies are from ωB97M-V/def2-TZVPD.

Each line ends with the Mulliken charge.
Positions of all 77 atoms, in Å:
In: -10.49239 -2.80270 -13.21450  1.33
C: -9.73211 1.27894 -12.76580  -1.32
C: -9.47272 0.63928 -14.14610  0.77
C: -8.08641 0.10648 -14.38698  -1.59
P: -10.78792 -0.64593 -14.49378  0.09
C: -12.50127 -0.04076 -14.41430  0.67
C: -13.40403 -0.66642 -15.53911  -1.60
C: -12.72979 1.48202 -14.33858  -1.38
C: -10.51701 -1.30349 -16.13679  -0.17
C: -10.74347 -0.40201 -17.18936  -0.06
C: -10.83888 -0.85488 -18.52279  0.24
C: -11.07009 0.15825 -19.58875  -1.53
C: -10.72073 -2.24931 -18.68594  -1.05
C: -10.44384 -3.15126 -17.70526  -0.92
C: -10.35955 -2.71359 -16.35512  0.82
N: -10.10926 -3.56316 -15.32971  -0.31
C: -9.94654 -4.92030 -15.42496  0.02
C: -8.92879 -5.43039 -16.28840  -0.23
C: -8.66157 -6.83620 -16.31020  -0.92
C: -9.25457 -7.65537 -15.36207  0.59
C: -8.86108 -9.09910 -15.16113  -1.62
C: -10.21270 -7.11450 -14.48070  0.27
C: -10.61807 -5.79212 -14.47180  -0.68
P: -11.70926 -5.11969 -13.19004  0.06
C: -11.44941 -5.93893 -11.52640  0.76
C: -9.94421 -6.11706 -11.18048  -1.45
C: -12.25464 -7.22104 -11.35338  -1.37
C: -13.35701 -5.31446 -13.99011  0.54
C: -13.55851 -6.75072 -14.58055  -1.16
C: -14.48358 -4.80686 -13.04469  -1.37
H: -9.27313 2.23229 -12.76584  0.51
H: -10.76818 1.42240 -12.57038  0.19
H: -9.28346 0.70260 -11.96360  0.15
H: -9.68291 1.47278 -14.81951  0.62
H: -7.73343 -0.73021 -13.84090  0.20
H: -8.01748 -0.17676 -15.42503  0.37
H: -7.32368 0.89422 -14.19696  0.44
H: -12.78376 -0.54685 -13.39959  0.40
H: -13.47708 0.02879 -16.38185  0.42
H: -13.09009 -1.60343 -15.96134  0.31
H: -14.47668 -0.73932 -15.20029  0.42
H: -13.83655 1.66268 -14.40359  0.43
H: -12.44010 1.88468 -13.38796  0.47
H: -12.32237 2.09520 -15.22903  0.20
H: -10.85036 0.66702 -16.99846  0.18
H: -11.94869 0.00076 -20.25142  0.34
H: -11.22497 1.15549 -19.14557  0.32
H: -10.19985 0.19220 -20.28824  0.32
H: -11.00601 -2.59253 -19.65695  0.43
H: -10.15251 -4.11394 -18.01097  0.69
H: -8.33870 -4.73823 -16.92352  0.63
H: -7.92716 -7.19348 -17.08512  0.34
H: -9.59746 -9.55701 -14.50999  0.38
H: -8.73515 -9.75218 -16.07348  0.36
H: -7.93836 -9.14440 -14.64213  0.35
H: -10.55178 -7.79538 -13.66953  -0.07
H: -11.91143 -5.21930 -10.77745  0.40
H: -9.27493 -6.07301 -12.04003  0.37
H: -9.60947 -5.33907 -10.46517  0.24
H: -9.74461 -7.02231 -10.66200  0.46
H: -11.91546 -8.11469 -11.92075  0.25
H: -12.29373 -7.43559 -10.26650  0.51
H: -13.32992 -6.99270 -11.53878  0.23
H: -13.21226 -4.63611 -14.83051  0.32
H: -14.23588 -7.40124 -14.01707  0.35
H: -14.07832 -6.65216 -15.56243  0.37
H: -12.62789 -7.28030 -14.74431  0.27
H: -14.97975 -5.65161 -12.55567  0.38
H: -14.09940 -4.09067 -12.29016  0.34
H: -15.27633 -4.20963 -13.53987  0.37
C: -7.63372 -1.80388 -10.24015  -1.20
C: -8.66538 -2.22353 -11.39324  0.84
O: -8.25173 -2.42140 -12.59406  -0.71
O: -9.88700 -2.41417 -11.01166  -0.68
H: -8.12812 -1.70816 -9.26935  0.32
H: -7.07731 -0.93756 -10.54224  0.35
H: -6.90089 -2.64502 -10.29600  0.36

Forces on atoms 1 to 2 (eV/Å):
In 0.8013 -0.3265 -0.5367
C 0.7585 -1.2260 -0.2691

For the strongest force on any atom, the calculation gives 2.8 eV Å⁻¹. The relative energy (zero: lowest compared OMol25 entry of this formula, charge and spin) comes out at 15.8 kcal/mol. The calculation puts the HOMO energy at -9.573 eV. As for the HOMO-LUMO gap: 0.24813 Ha. The total charge is +1. For the total energy, the calculation gives -59065.19620 eV. Its molar mass is 602.4 g mol⁻¹.

---

Here is a molecular structure, C6H8N2 in a non-equilibrium geometry from the Open Molecules 2025 dataset. Energies are from ωB97M-V/def2-TZVPD.

Each line ends with the natural charge from an NBO analysis.
Positions of all 16 atoms, in Å:
C: -0.94998 -0.52486 -1.02071  -0.45
C: -0.52637 0.88630 -1.23193  -0.37
C: -0.31568 -0.63279 0.50165  0.21
C: 1.07856 -1.17187 0.37911  0.09
N: -1.12950 -1.10542 1.39792  -0.65
N: 1.99920 -0.65271 -0.30472  -0.61
C: -0.19117 1.29436 0.33069  -0.08
C: 0.03239 2.21799 1.08602  -0.16
H: -0.87333 -0.81814 2.34014  0.33
H: 2.88769 -1.14679 -0.23786  0.35
H: -0.49366 -1.24572 -1.69265  0.21
H: -2.02277 -0.65329 -0.91249  0.23
H: 1.22350 -2.06664 1.00074  0.18
H: -1.30929 1.55829 -1.56941  0.23
H: 0.43491 0.96769 -1.73557  0.25
H: 0.15550 3.09360 1.66910  0.24

Forces on atoms 1 to 2 (eV/Å):
C 0.6872 -0.9471 2.0982
C 0.6782 0.6933 2.6573

For the strongest force on any atom, the calculation gives 5.1 eV Å⁻¹. The relative energy (zero: lowest compared OMol25 entry of this formula, charge and spin) comes out at 131.4 kcal/mol. The calculation puts the HOMO energy (spin up / spin down) at -8.472 / -8.478 eV. As for the HOMO-LUMO gap (spin up / spin down): 0.29244 / 0.29262 Ha. The total charge is 0. For the total energy, the calculation gives -9326.00747 eV. Its molar mass is 108.1 g mol⁻¹.

---

Here is C6H12N2 in the gas phase in a non-equilibrium geometry from the Open Molecules 2025 dataset. Energies are from ωB97M-V/def2-TZVPD.

Each line ends with the natural charge from an NBO analysis.
Positions of all 20 atoms, in Å:
C: -1.90137 1.55202 0.52559  -0.59
C: -1.03672 0.82149 -0.38492  -0.18
C: 0.43467 0.68032 0.07583  -0.12
N: 1.79183 0.13771 -0.44849  -0.66
C: 1.68542 -0.99439 0.69604  -0.26
C: 0.14306 -1.53844 0.71467  -0.47
C: -0.27096 -0.42301 -0.37609  0.07
N: -0.10422 -0.73491 -1.83059  -0.88
H: -1.63056 1.28169 1.56580  0.19
H: -3.01077 1.43417 0.35859  0.21
H: -1.69196 2.51686 0.33101  0.21
H: -1.44555 1.40962 -1.28968  0.23
H: 0.43500 0.92824 1.21886  0.18
H: 2.66216 0.81891 -0.39377  0.38
H: 2.38198 -1.76395 0.26709  0.21
H: 2.01195 -0.67876 1.69688  0.19
H: 0.17127 -2.38258 -0.12737  0.25
H: -0.52689 -1.62684 1.84069  0.25
H: -0.90063 -0.88144 -2.43276  0.39
H: 0.80231 -0.55670 -2.00740  0.40

Forces on atoms 1 to 2 (eV/Å):
C -1.8066 -3.1161 3.3510
C -0.8392 3.0400 -2.4780

For the strongest force on any atom, the calculation gives 6.4 eV Å⁻¹. The relative energy (zero: lowest compared OMol25 entry of this formula, charge and spin) comes out at 176.7 kcal/mol. The calculation puts the HOMO energy at -8.406 eV. As for the HOMO-LUMO gap: 0.34808 Ha. The total charge is 0. For the total energy, the calculation gives -9389.18754 eV. Its molar mass is 112.2 g mol⁻¹.

---

Here is a molecular structure, C18H33CdN5O6 in a non-equilibrium geometry from the Open Molecules 2025 dataset. Energies are from ωB97M-V/def2-TZVPD.

Each line ends with the natural charge from an NBO analysis.
Positions of all 63 atoms, in Å:
O: -0.02345 0.32959 -5.12862  -0.72
H: -0.52672 -0.05521 -5.85012  0.46
Cd: 0.26651 -0.10938 0.03390  1.64
N: 0.29598 1.74636 1.19880  -0.32
N: 1.58218 1.05207 -1.13463  -0.22
N: -1.16329 -1.13332 1.32631  -0.25
N: -0.28698 -1.79223 -1.15813  -0.21
O: -0.27240 1.89874 2.37282  -0.74
O: -1.48675 -0.74685 2.65597  -0.62
O: 0.29207 -2.05649 -2.41912  -0.54
O: 2.17179 0.53398 -2.15268  -0.63
C: 2.00848 2.13372 -0.45755  0.05
C: 1.34723 2.47348 0.81103  0.15
C: -1.29462 -2.39201 0.94666  0.20
C: -0.75616 -2.76038 -0.39473  0.19
C: 1.72045 3.62107 1.68405  -0.66
H: 1.96905 3.23398 2.69444  0.22
H: 0.82481 4.27020 1.76927  0.23
H: 2.56994 4.15555 1.22810  0.21
C: 3.12582 2.83315 -1.12755  -0.66
H: 2.79780 3.03250 -2.17088  0.23
H: 3.98102 2.12427 -1.17674  0.23
H: 3.35278 3.74647 -0.56614  0.20
C: -2.01106 -3.38628 1.78541  -0.69
C: -0.83030 -4.14581 -0.92311  -0.68
H: -2.65079 -2.83249 2.50534  0.25
H: -1.27159 -4.01585 2.33465  0.23
H: -2.62013 -4.02945 1.11646  0.24
H: -0.03927 -4.26497 -1.69355  0.27
H: -1.83124 -4.26966 -1.39406  0.24
H: -0.71074 -4.85734 -0.08151  0.22
H: -1.20123 0.22216 2.67075  0.53
H: 0.68096 -1.17516 -2.68233  0.53
C: -0.94127 0.79989 -4.15070  -0.25
H: -0.35454 1.42359 -3.48237  0.20
H: -1.27288 -0.04419 -3.55001  0.15
H: -1.78182 1.34486 -4.59466  0.16
O: -2.05603 1.10198 -0.28591  -0.96
H: -2.19620 0.32740 0.29658  0.46
H: -1.54432 1.69570 0.32218  0.50
C: 1.77271 -2.54538 4.99299  -0.42
N: 0.91398 -1.52414 4.33558  -0.35
C: 0.13425 -0.78770 5.38500  -0.41
C: 1.64255 -0.54692 3.42041  -0.25
C: 2.38593 -1.20471 2.27982  -0.17
C: 3.60307 -1.86997 2.59731  -0.24
C: 4.36169 -2.47995 1.57846  -0.24
C: 3.92237 -2.41139 0.26228  -0.23
C: 2.73100 -1.73854 -0.03210  -0.17
C: 1.99450 -1.14992 0.97862  -0.51
H: 2.54626 -2.02767 5.56485  0.22
H: 2.22165 -3.20445 4.24975  0.25
H: 1.14500 -3.11891 5.68586  0.21
H: 0.24170 -2.00250 3.71899  0.44
H: 0.85474 -0.27536 6.02365  0.22
H: -0.51878 -0.07383 4.88674  0.25
H: -0.44725 -1.51217 5.96266  0.22
H: 0.87638 0.16066 3.06350  0.28
H: 2.33544 -0.00796 4.08945  0.21
H: 3.93311 -1.88819 3.63700  0.18
H: 5.28592 -2.99258 1.84143  0.21
H: 4.47810 -2.86265 -0.57836  0.21
H: 2.41522 -1.67774 -1.07268  0.21

Forces on atoms 1 to 2 (eV/Å):
O 0.0011 0.0312 -0.3623
H 0.0410 -0.0687 -0.0171

For the strongest force on any atom, the calculation gives 3.0 eV Å⁻¹. The relative energy (zero: lowest compared OMol25 entry of this formula, charge and spin) comes out at 16.4 kcal/mol. The calculation puts the HOMO energy at -5.808 eV. As for the HOMO-LUMO gap: 0.18881 Ha. The total charge is 0. For the total energy, the calculation gives -43491.01934 eV. Its molar mass is 527.9 g mol⁻¹.

---

- Among the records above, which one has the lowest molar mass?
  C6H8N2

---

- Which value of total charge does entry 2 give?
  +1

---

- Among the records above, which one has the highest molar mass?
  C28H43InNO2P2

---

- Which formula does entry 2 have?
  C28H43InNO2P2